Computed, not measured: 2 unconnected molecules or ions with the total composition C3H10OS2 at a distorted geometry, with wB97M-V/def2-TZVPD.

Element x y z (Å)
C 2.583 -2.061 0.707
C 2.032 -0.898 -0.121
O 1.095 -1.448 -1.073
H 1.825 -2.455 1.381
H 3.472 -1.752 1.252
H 2.845 -2.872 0.028
H 1.472 -0.201 0.495
H 2.849 -0.431 -0.661
H 1.544 -1.520 -1.908
C -1.269 -0.631 0.928
S -1.081 1.216 0.943
S -1.269 1.514 -1.095
H -2.285 -0.679 0.536
H -0.668 -1.078 0.138
H -1.162 -1.195 1.849
H 0.055 1.326 -1.364

Calculated values
- SMILES string: CCO.CSS
- HOMO-LUMO gap: 0.34665 hartree
- Lowest unoccupied orbital energy: 0.55 eV



Computed, not measured: 2 unconnected molecules or ions with the total composition C3H10OSi2 at a distorted geometry, with wB97M-V/def2-TZVPD.

Element x y z (Å)
C -0.819 1.361 -0.926
C -0.665 1.326 0.374
C -0.559 -1.812 1.324
O 1.355 -1.194 -1.987
Si 2.476 -0.478 -1.121
Si -1.443 -0.003 1.434
H -0.391 2.209 -1.448
H -1.468 0.744 -1.613
H -0.116 2.116 0.932
H -0.544 -2.314 0.335
H 0.504 -1.680 1.677
H -1.237 -2.530 1.914
H 1.419 -1.235 -3.010
H 2.157 1.144 -1.225
H 2.271 -0.968 0.258
H 3.759 -0.538 -1.778

Calculated values
- HOMO-LUMO gap: 0.26249 hartree
- Lowest unoccupied orbital energy: -0.31 eV



Computed, not measured: a single C3H10P2 molecule at a distorted geometry, with wB97M-V/def2-TZVPD.

Element x y z (Å)
C -1.162 -1.404 -0.774
C 0.039 -1.003 0.029
C 0.205 -1.123 1.534
P 0.508 0.631 -0.644
P 0.478 2.987 -1.012
H -2.099 -0.785 -0.442
H -1.305 -2.483 -0.443
H -0.985 -1.291 -1.756
H -0.819 -1.134 2.047
H 0.423 -2.206 1.670
H 1.054 -0.351 1.889
H 1.799 0.848 0.189
H 0.847 0.295 -1.963
H 1.524 3.349 -0.093
H -0.507 3.669 -0.229

Calculated values
- SMILES string: CC(C)=[PH2]P
- HOMO-LUMO gap (spin up / spin down): 0.25370 / 0.25368 hartree
- Lowest unoccupied orbital energy (spin up / spin down): -0.04 / -0.04 eV



Computed, not measured: 2 unconnected molecules or ions with the total composition C3H10S, with wB97M-V/def2-TZVPD.

Element x y z (Å)
S -1.479 1.129 -1.739
H -0.148 0.845 -1.733
H -1.567 0.571 -0.513
C -0.154 -1.248 1.250
C 1.367 -1.146 1.255
C 1.921 0.246 0.936
H -0.557 -1.202 0.243
H -0.462 -2.204 1.686
H -0.605 -0.430 1.796
H 1.738 -1.447 2.243
H 1.772 -1.878 0.554
H 2.962 0.318 1.236
H 1.347 1.029 1.422
H 1.888 0.469 -0.136

Calculated values
- Spin multiplicity: 2
- HOMO-LUMO gap (spin up / spin down): 0.09793 / 0.33673 hartree
- Charge: -1
- Lowest unoccupied orbital energy (spin up / spin down): 3.86 / 3.79 eV



Computed, not measured: 2 unconnected molecules or ions with the total composition C3H10S at a distorted geometry, with wB97M-V/def2-TZVPD.

Element x y z (Å)
C -1.583 -0.668 -0.164
S -0.018 -0.187 0.458
C 0.025 -0.515 2.303
H -1.709 -1.779 -0.166
H -1.895 -0.397 -1.156
H -2.412 -0.162 0.468
H -0.842 0.060 2.600
H -0.079 -1.575 2.221
H 0.927 -0.133 2.686
C 1.561 1.413 -2.688
H 1.486 1.849 -3.640
H 2.257 2.085 -2.013
H 2.026 0.395 -2.759
H 0.519 1.269 -2.272

Calculated values
- SMILES string: CSC.C
- HOMO-LUMO gap: 0.34690 hartree
- Lowest unoccupied orbital energy: 1.09 eV



Computed, not measured: 2 unconnected molecules or ions with the total composition C3H10S at a distorted geometry, with wB97M-V/def2-TZVPD.

Element x y z (Å)
C 2.613 0.033 1.673
C 1.443 0.557 2.433
S 0.166 0.916 1.014
H 3.148 0.890 1.274
H 2.359 -0.598 0.827
H 3.353 -0.464 2.306
H 0.778 -0.092 2.998
H 1.493 1.502 2.954
H -1.167 0.804 1.145
C -3.720 -1.933 -5.218
H -4.527 -1.305 -4.921
H -2.737 -1.490 -5.089
H -3.753 -2.214 -6.269
H -3.710 -2.862 -4.653

Calculated values
- SMILES string: CCS.C
- HOMO-LUMO gap: 0.35806 hartree
- Lowest unoccupied orbital energy: 0.86 eV



Computed, not measured: 2 unconnected molecules or ions with the total composition C3H10S at a distorted geometry, with wB97M-V/def2-TZVPD.

Element x y z (Å)
C -0.058 0.728 -1.478
C 1.235 -0.053 -1.250
H -0.032 1.423 -0.621
H 0.115 1.419 -2.300
H -0.997 0.199 -1.677
H 1.668 -0.689 -2.032
H 1.166 -0.768 -0.423
H 2.033 0.602 -0.877
C -1.228 -0.179 1.601
S 0.061 -0.751 2.775
H -1.059 0.832 1.215
H -2.107 -0.198 2.300
H -1.368 -0.816 0.706
H 0.572 -1.748 2.062

Calculated values
- SMILES string: CC.CS
- HOMO-LUMO gap: 0.36713 hartree
- Lowest unoccupied orbital energy: 0.98 eV



Computed, not measured: 2 unconnected molecules or ions with the total composition C3H10S3 at a distorted geometry, with wB97M-V/def2-TZVPD.

Element x y z (Å)
C 1.438 -0.498 1.381
S 2.242 0.171 -0.080
C 1.456 -0.863 -1.347
H 1.985 -1.329 1.828
H 0.449 -0.860 1.119
H 1.377 0.254 2.163
H 1.677 -0.490 -2.341
H 1.836 -1.876 -1.265
H 0.381 -0.889 -1.171
C -1.667 1.833 -0.302
S -2.681 0.449 -0.944
S -2.614 -1.001 0.479
H -2.018 2.770 -0.722
H -0.622 1.637 -0.518
H -1.866 1.822 0.770
H -1.373 -1.129 0.950

Calculated values
- SMILES string: CSC.CSS
- HOMO-LUMO gap: 0.32973 hartree
- Lowest unoccupied orbital energy: 0.48 eV



Computed, not measured: 2 unconnected molecules or ions with the total composition C3H10S3 at a distorted geometry, with wB97M-V/def2-TZVPD.

Element x y z (Å)
C -0.643 -2.072 1.318
S -0.734 -3.375 0.011
S -0.073 -2.411 -1.825
H -0.903 -2.435 2.352
H 0.481 -1.968 1.186
H -1.197 -1.196 1.110
H 0.319 -1.786 -0.624
C 0.227 2.072 0.876
S 0.761 0.632 -0.077
C 0.400 1.243 -1.741
H 0.392 3.028 0.346
H -0.857 1.967 1.240
H 0.768 2.074 1.810
H 0.544 2.304 -1.595
H -0.617 1.040 -1.872
H 1.133 0.883 -2.515

Calculated values
- Spin multiplicity: 2
- HOMO-LUMO gap (spin up / spin down): 0.23408 / 0.15179 hartree
- Charge: +1
- Lowest unoccupied orbital energy (spin up / spin down): -5.86 / -8.08 eV



Computed, not measured: a single C3H11BN2O molecule at a distorted geometry, with wB97M-V/def2-TZVPD.

Element x y z (Å)
C -2.721 0.312 0.466
N -1.505 0.964 0.149
B -0.272 0.477 0.008
N 0.808 1.222 -0.524
C 2.185 0.879 -0.999
O -0.255 -1.241 0.264
C 0.808 -1.821 -0.429
H -2.593 -0.712 0.299
H -2.970 0.322 1.577
H -3.519 0.816 -0.138
H -1.621 1.898 -0.059
H 0.758 2.246 -0.538
H 2.761 0.323 -0.257
H 2.075 0.400 -1.967
H 2.630 1.925 -1.150
H 1.586 -2.351 0.206
H 1.155 -1.095 -1.115
H 0.158 -2.698 -0.972

Calculated values
- SMILES string: CNB(NC)OC
- HOMO-LUMO gap: 0.34512 hartree
- Lowest unoccupied orbital energy: 0.52 eV



Computed, not measured: 2 unconnected molecules or ions with the total composition C3H11ClN2Si at a distorted geometry, with wB97M-V/def2-TZVPD.

Element x y z (Å)
C 0.366 -1.403 1.077
C -1.580 2.748 1.353
C 0.978 -1.339 -0.365
N 1.962 0.726 -2.246
N -1.561 1.386 0.827
Si 1.505 0.453 -0.499
Cl 2.991 1.563 0.459
H 1.144 -1.259 1.711
H -0.321 -0.581 1.222
H -0.091 -2.396 1.174
H -0.841 3.368 0.875
H -2.576 3.407 1.077
H -1.510 2.706 2.398
H 0.223 -1.723 -1.094
H 1.855 -1.978 -0.220
H 2.542 1.483 -2.597
H 1.600 0.180 -3.065
H -1.439 1.444 -0.175

Calculated values
- HOMO-LUMO gap (spin up / spin down): 0.24936 / 0.34220 hartree
- Lowest unoccupied orbital energy (spin up / spin down): -0.24 / -0.30 eV



Computed, not measured: 3 unconnected molecules or ions with the total composition C3H11ClN3 at a distorted geometry, with wB97M-V/def2-TZVPD.

Element x y z (Å)
C 2.094 0.526 -0.649
C 0.575 0.426 -0.794
C -3.578 0.050 -0.398
N -4.826 -0.291 -0.288
N -2.582 -0.299 0.387
N -0.198 0.872 0.113
Cl 2.682 -3.319 0.972
H 2.602 0.850 -1.555
H 2.342 1.190 0.315
H 2.473 -0.503 -0.527
H 0.121 -0.051 -1.731
H -3.391 0.709 -1.310
H -5.051 -0.624 0.650
H -5.559 -0.354 -0.925
H -2.944 -0.927 1.115
H 2.381 -3.750 -0.141
H -1.536 0.129 0.421
H 0.330 1.357 0.855

Calculated values
- HOMO-LUMO gap: 0.41714 hartree
- Charge: +1
- Lowest unoccupied orbital energy: -2.90 eV



Computed, not measured: 2 unconnected molecules or ions with the total composition C3H11N at a distorted geometry, with wB97M-V/def2-TZVPD.

Element x y z (Å)
C 1.309 -0.346 0.349
N 0.618 0.780 -0.254
C 1.291 1.194 -1.478
H 2.392 -0.213 0.520
H 0.957 -0.499 1.374
H 1.132 -1.233 -0.258
H 0.632 1.561 0.388
H 2.387 1.117 -1.457
H 1.020 2.219 -1.720
H 1.048 0.558 -2.334
C -2.916 -1.403 1.171
H -3.758 -2.047 1.471
H -2.150 -1.623 1.906
H -3.386 -0.454 1.451
H -2.689 -1.496 0.122

Calculated values
- SMILES string: CNC.C
- HOMO-LUMO gap: 0.36968 hartree
- Lowest unoccupied orbital energy: 1.11 eV



Computed, not measured: 2 unconnected molecules or ions with the total composition C3H11N2 at a distorted geometry, with wB97M-V/def2-TZVPD.

Element x y z (Å)
C 1.496 1.990 -0.099
C -1.274 -1.594 -0.308
C 0.364 -0.192 0.396
N -2.163 -1.788 0.686
N 1.009 0.708 -0.663
H 0.645 2.654 -0.022
H 1.872 1.676 0.973
H 2.318 2.442 -0.823
H -1.600 -0.963 -1.156
H -0.647 -2.483 -0.632
H 1.126 -0.731 0.949
H -0.195 0.472 1.024
H -2.247 -2.487 1.413
H -2.758 -0.911 0.855
H 0.289 0.917 -1.358
H 1.765 0.291 -1.236

Calculated values
- HOMO-LUMO gap: 0.33972 hartree
- Charge: +1
- Lowest unoccupied orbital energy: -3.15 eV



Computed, not measured: 2 unconnected molecules or ions with the total composition C3H11N2 at a distorted geometry, with wB97M-V/def2-TZVPD.

Element x y z (Å)
C 1.881 1.856 0.369
N 0.418 1.512 0.514
H 2.218 2.746 0.888
H 2.093 2.007 -0.686
H 2.400 0.984 0.750
H -0.132 1.914 -0.227
H 0.250 0.436 0.413
H 0.071 1.863 1.402
C -1.760 -1.749 0.282
C -0.109 -1.110 -1.250
N -0.578 -0.924 -0.084
H -1.911 -1.594 1.342
H -2.615 -1.328 -0.244
H -1.586 -2.785 0.021
H 0.851 -0.684 -1.516
H -0.658 -1.762 -1.930

Calculated values
- HOMO-LUMO gap: 0.41987 hartree
- Charge: +1
- Lowest unoccupied orbital energy: -3.24 eV



Computed, not measured: a gas-phase ion, C3H11N2 (charge +1) at a distorted geometry, with wB97M-V/def2-TZVPD.

Element x y z (Å)
C -0.562 1.786 -0.340
N 0.454 0.775 -0.674
C 1.039 0.042 0.396
C 0.037 -1.030 0.910
N -0.750 -1.484 -0.282
H -0.132 2.780 -0.404
H -0.922 1.713 0.691
H -1.450 1.739 -0.973
H 1.141 1.190 -1.287
H 1.925 -0.478 0.032
H 1.332 0.655 1.248
H 0.454 -1.853 1.473
H -0.673 -0.465 1.514
H -0.225 -2.171 -0.833
H -1.606 -1.985 -0.042
H -0.797 -0.640 -0.891

Calculated values
- SMILES string: CNCC[NH3+]
- HOMO-LUMO gap: 0.38399 hartree
- Charge: +1
- Lowest unoccupied orbital energy: -3.41 eV